C41H50BrCl2N2O4PPt | ωB97M-V/def2-TZVPD

Element x y z (Å)
Pt (0.557, -0.176, -1.296)
C (4.493, -0.254, 0.638)
O (1.662, 0.460, 0.225)
C (0.397, 1.846, -1.896)
C (0.481, 2.226, -3.232)
C (0.383, 3.561, -3.618)
Br (0.478, 4.000, -5.484)
C (0.216, 4.569, -2.706)
C (0.151, 4.233, -1.351)
C (0.242, 2.892, -0.953)
O (0.123, 2.679, 0.374)
C (-0.008, 5.325, -0.383)
N (-0.196, 6.593, -0.695)
C (-0.268, 7.247, 0.516)
C (-0.459, 8.599, 0.798)
C (-0.497, 8.994, 2.124)
C (-0.349, 8.067, 3.166)
C (-0.158, 6.720, 2.909)
C (-0.119, 6.331, 1.575)
N (0.047, 5.116, 0.966)
H (2.459, -1.488, 1.473)
H (5.424, 0.108, 0.281)
H (2.710, -1.186, -0.353)
H (0.595, 1.469, -3.999)
H (0.137, 5.606, -2.996)
H (0.574, 1.893, 0.758)
H (-0.574, 9.313, -0.009)
H (-0.644, 10.040, 2.367)
H (-0.381, 8.412, 4.193)
H (-0.038, 6.000, 3.709)
H (0.138, 4.179, 1.348)
C (-5.717, 2.913, 0.998)
C (-4.877, 3.398, -0.178)
C (-3.622, 2.527, -0.325)
C (-3.888, 1.053, 0.062)
C (-5.350, 0.700, -0.224)
C (-6.272, 1.507, 0.710)
P (-2.376, 0.061, -0.424)
C (-2.472, -0.436, -2.229)
C (-3.273, -1.663, -2.673)
C (-4.730, -1.358, -3.013)
C (-4.829, -0.259, -4.067)
C (-4.102, 1.008, -3.623)
C (-2.658, 0.716, -3.233)
C (-2.465, -1.609, 0.415)
C (-3.808, -2.290, 0.718)
C (-4.493, -1.789, 1.993)
C (-3.550, -1.806, 3.195)
C (-2.270, -1.030, 2.895)
C (-1.580, -1.612, 1.674)
H (-6.536, 3.605, 1.214)
H (-5.086, 2.892, 1.892)
H (-4.590, 4.445, -0.053)
H (-5.483, 3.350, -1.090)
H (-2.814, 2.905, 0.302)
H (-3.251, 2.597, -1.352)
H (-3.779, 0.999, 1.154)
H (-5.544, -0.364, -0.098)
H (-5.598, 0.933, -1.260)
H (-6.405, 0.965, 1.651)
H (-7.265, 1.586, 0.255)
H (-1.409, -0.699, -2.359)
H (-3.207, -2.461, -1.934)
H (-2.788, -2.055, -3.578)
H (-5.265, -1.048, -2.112)
H (-5.221, -2.269, -3.372)
H (-5.876, -0.038, -4.298)
H (-4.370, -0.622, -4.996)
H (-4.631, 1.461, -2.783)
H (-4.115, 1.751, -4.426)
H (-2.161, 1.618, -2.871)
H (-2.113, 0.438, -4.145)
H (-1.935, -2.219, -0.327)
H (-3.604, -3.362, 0.853)
H (-4.490, -2.216, -0.134)
H (-5.380, -2.402, 2.191)
H (-4.850, -0.769, 1.852)
H (-3.286, -2.845, 3.432)
H (-4.059, -1.400, 4.075)
H (-1.578, -1.048, 3.737)
H (-2.492, 0.028, 2.719)
H (-1.314, -2.654, 1.902)
H (-0.657, -1.066, 1.484)
C (0.732, -2.006, -1.515)
C (1.560, -3.115, -1.189)
C (1.568, -3.675, 0.104)
C (2.351, -4.781, 0.388)
C (3.195, -5.324, -0.571)
C (3.234, -4.748, -1.839)
C (2.416, -3.683, -2.155)
H (0.949, -3.230, 0.873)
H (2.334, -5.193, 1.390)
H (3.824, -6.173, -0.334)
H (3.900, -5.151, -2.593)
H (2.422, -3.256, -3.150)
Cl (3.037, -0.444, 0.746)
C (2.650, 0.401, 2.532)
Cl (3.396, 1.995, 2.698)
C (1.193, 0.333, 3.071)
O (1.019, -0.629, 3.852)
O (0.367, 1.189, 2.698)
H (3.242, -0.355, 3.056)

Results
Orbital gap (eV): 5.67
Net charge: -2
Relative energy (zero: lowest compared OMol25 entry of this formula, charge and spin) (kcal/mol): 362.7

Atomic partial charges in e from the Mulliken method, atoms 1 to 99: 1.41 -0.48 -0.99 -2.60 -0.24 -0.31 -0.30 -0.59 0.65 2.52 0.04 0.03 -0.86 0.37 -0.76 -0.38 -0.49 -0.82 0.44 0.42 0.12 0.40 -0.04 0.45 0.59 -0.01 0.41 0.35 0.37 0.48 -0.10 -0.80 -1.02 -0.22 0.81 -1.22 -1.11 0.00 2.13 -1.33 -0.22 -1.37 -0.12 -1.20 -0.26 -1.54 0.06 -1.27 -0.23 0.36 0.54 0.29 0.55 0.30 0.36 -0.45 0.42 0.10 0.81 0.24 0.48 -1.17 0.39 0.60 0.01 0.42 0.50 0.45 -0.29 0.47 -0.18 0.72 0.69 0.49 0.30 0.39 -0.36 0.31 0.49 0.51 0.04 0.70 -1.17 -1.42 0.91 0.19 -0.76 -0.35 -0.42 -0.47 0.57 0.39 0.36 0.35 0.41 -0.50 -0.14 -0.27 0.34

C41H51AsBr2CdF12N2O4SSi | ωB97M-V/def2-TZVPD

Element x y z (Å)
Cd (-0.826, -0.901, 0.813)
C (-3.173, 1.744, 6.686)
C (-3.102, 1.173, 5.293)
C (-3.514, 1.898, 4.180)
C (-3.453, 1.335, 2.925)
C (-2.983, 0.026, 2.692)
N (-2.922, -0.459, 1.393)
C (-3.998, -0.306, 0.562)
C (-5.298, -0.174, 1.124)
C (-6.443, -0.005, 0.380)
C (-6.392, 0.020, -1.008)
C (-7.623, 0.195, -1.859)
C (-5.143, -0.177, -1.582)
C (-3.955, -0.347, -0.873)
C (-2.661, -0.654, -1.679)
O (-1.493, -0.226, -1.160)
C (-2.636, -2.209, -1.886)
F (-1.613, -2.602, -2.681)
F (-3.765, -2.723, -2.441)
F (-2.481, -2.830, -0.706)
C (-2.698, -0.007, -3.117)
F (-3.535, -0.599, -4.026)
F (-3.058, 1.293, -3.055)
F (-1.481, -0.042, -3.694)
C (-2.510, -0.703, 3.816)
C (-2.610, -0.105, 5.075)
C (-1.915, -2.135, 3.644)
O (-0.972, -2.274, 2.691)
C (-1.238, -2.627, 4.977)
F (-0.338, -1.730, 5.433)
F (-2.092, -2.890, 6.009)
F (-0.543, -3.773, 4.786)
C (-3.113, -3.128, 3.393)
F (-4.167, -2.925, 4.229)
F (-2.744, -4.429, 3.578)
F (-3.582, -3.055, 2.153)
H (-3.455, 2.799, 6.658)
H (-2.211, 1.670, 7.200)
H (-3.911, 1.221, 7.303)
H (-3.874, 2.917, 4.294)
H (-3.770, 1.908, 2.062)
H (-5.383, -0.219, 2.202)
H (-7.398, 0.095, 0.892)
H (-8.474, 0.508, -1.249)
H (-7.909, -0.733, -2.368)
H (-7.476, 0.953, -2.634)
H (-5.112, -0.208, -2.662)
H (-2.294, -0.647, 5.954)
Br (-2.874, 2.371, -0.203)
C (-1.383, 2.822, 0.888)
C (-1.145, 4.162, 1.165)
C (-0.041, 4.459, 1.951)
C (0.761, 3.426, 2.412)
C (0.432, 2.125, 2.060)
N (-0.635, 1.833, 1.309)
C (1.327, 0.952, 2.476)
O (2.217, 1.182, 3.312)
O (1.060, -0.127, 1.889)
H (-1.800, 4.925, 0.772)
H (0.190, 5.490, 2.193)
H (1.631, 3.580, 3.032)
C (2.189, -2.386, 3.187)
As (1.594, -3.462, 1.717)
C (3.242, -4.389, 1.266)
C (0.512, -4.916, 2.368)
S (0.841, -2.747, -0.117)
H (2.492, -3.096, 3.960)
H (1.388, -1.737, 3.513)
H (3.022, -1.776, 2.850)
H (3.603, -4.967, 2.119)
H (3.989, -3.649, 0.981)
H (3.046, -5.045, 0.419)
H (0.845, -5.223, 3.360)
H (0.621, -5.733, 1.656)
H (-0.518, -4.569, 2.409)
C (3.647, -1.742, -2.499)
C (3.034, -0.705, -3.454)
C (3.796, -0.780, -4.787)
C (1.578, -1.145, -3.693)
Si (3.100, 1.053, -2.683)
Br (1.481, 1.148, -1.177)
C (2.688, 2.434, -3.959)
C (1.510, 1.999, -4.846)
C (3.886, 2.762, -4.864)
C (2.235, 3.731, -3.267)
C (4.734, 1.393, -1.720)
C (5.978, 1.054, -2.556)
C (4.823, 2.871, -1.312)
C (4.790, 0.582, -0.412)
H (3.494, -2.740, -2.929)
H (3.155, -1.738, -1.525)
H (4.723, -1.606, -2.362)
H (3.771, -1.815, -5.150)
H (4.848, -0.492, -4.689)
H (3.346, -0.155, -5.562)
H (1.588, -2.159, -4.114)
H (1.040, -0.502, -4.390)
H (1.000, -1.178, -2.769)
H (1.762, 1.172, -5.511)
H (1.212, 2.848, -5.475)
H (0.640, 1.708, -4.251)
H (4.283, 1.881, -5.375)
H (4.706, 3.225, -4.307)
H (3.571, 3.477, -5.635)
H (1.304, 3.580, -2.719)
H (2.055, 4.491, -4.039)
H (2.970, 4.134, -2.570)
H (6.025, 1.622, -3.490)
H (6.030, -0.008, -2.805)
H (6.879, 1.297, -1.976)
H (4.930, 3.539, -2.170)
H (5.707, 3.009, -0.676)
H (3.949, 3.182, -0.733)
H (4.837, -0.493, -0.582)
H (3.930, 0.777, 0.233)
H (5.694, 0.873, 0.138)

Results
Orbital gap (eV): 5.20
Net charge: -2
Relative energy (zero: lowest compared OMol25 entry of this formula, charge and spin) (kcal/mol): 0.0

Atomic partial charges in e from the Mulliken method, atoms 1 to 99: 4.70 -1.60 0.68 -1.48 0.02 -0.63 1.24 0.07 -0.53 -1.22 0.34 -1.56 -0.52 -1.01 1.79 -1.46 0.06 -0.24 -0.32 -0.11 -0.13 -0.31 -0.27 -0.07 -0.76 -0.64 1.71 -1.41 0.10 -0.22 -0.30 -0.22 0.39 -0.33 -0.31 -0.06 0.39 0.33 0.29 0.24 0.51 0.46 0.25 0.38 0.29 0.33 0.54 0.45 0.02 0.03 -0.91 -0.57 -0.74 0.01 0.44 0.00 -0.87 -0.70 0.49 0.40 0.55 -0.82 1.28 -1.22 -1.09 -0.63 0.44 -0.15 0.44 0.39 0.30 0.34 0.37 0.43 0.02 -2.06 3.37 -2.01 -1.95 -1.08 -0.05 2.75 -2.14 -1.92 -1.92 2.78 -1.77 -2.22 -2.05 0.59 0.14 0.34 0.53 0.29 0.33 0.60 0.29 -0.11 0.30

C41H51AsGeN5W | ωB97M-V/def2-TZVPD

Element x y z (Å)
W (-23.240, -1.238, -0.808)
C (-21.572, 1.299, -4.076)
C (-21.781, 0.329, -2.936)
N (-22.965, 0.141, -2.267)
C (-23.994, 1.198, -2.446)
C (-25.316, 0.751, -1.879)
N (-25.362, -0.685, -1.564)
C (-25.766, -1.502, -2.721)
C (-25.411, -2.934, -2.569)
N (-24.151, -3.148, -1.781)
C (-24.300, -4.216, -0.750)
C (-23.386, -3.899, 0.434)
N (-22.438, -2.822, 0.159)
C (-21.149, -3.144, 0.120)
C (-20.444, -4.102, 1.008)
C (-20.479, -2.364, -0.908)
C (-19.137, -2.419, -1.299)
C (-18.644, -1.582, -2.278)
C (-19.497, -0.621, -2.796)
C (-20.847, -0.590, -2.524)
N (-21.356, -1.431, -1.503)
H (-22.374, 1.242, -4.816)
H (-20.676, 1.026, -4.594)
H (-21.475, 2.389, -3.800)
H (-24.182, 1.504, -3.472)
H (-23.620, 2.102, -1.862)
H (-26.134, 1.047, -2.566)
H (-25.512, 1.326, -0.953)
H (-26.039, -0.810, -0.817)
H (-25.246, -1.162, -3.598)
H (-26.876, -1.459, -2.792)
H (-25.272, -3.394, -3.581)
H (-26.270, -3.414, -2.081)
H (-23.428, -3.474, -2.441)
H (-24.106, -5.190, -1.263)
H (-25.351, -4.267, -0.497)
H (-22.834, -4.758, 0.882)
H (-23.995, -3.533, 1.255)
H (-20.528, -5.112, 0.682)
H (-20.777, -4.000, 2.038)
H (-19.346, -3.915, 0.853)
H (-18.492, -3.156, -0.736)
H (-17.598, -1.608, -2.603)
H (-19.140, 0.189, -3.447)
C (-21.634, -0.502, 2.563)
As (-22.962, 0.199, 1.216)
C (-24.699, -0.075, 2.275)
C (-22.924, 2.195, 1.342)
C (-22.936, 2.773, 2.743)
C (-21.786, 2.921, 3.504)
C (-21.813, 3.784, 4.603)
C (-22.961, 4.306, 5.065)
C (-24.184, 4.118, 4.381)
C (-24.168, 3.323, 3.189)
H (-20.940, 0.309, 2.902)
H (-21.022, -1.198, 2.008)
H (-22.137, -0.991, 3.446)
H (-24.561, 0.580, 3.145)
H (-24.678, -1.143, 2.492)
H (-25.585, 0.082, 1.643)
H (-23.821, 2.537, 0.784)
H (-22.064, 2.437, 0.747)
H (-20.902, 2.349, 3.274)
H (-20.830, 4.061, 5.043)
H (-22.870, 4.954, 5.961)
H (-25.113, 4.260, 4.870)
H (-25.062, 3.265, 2.649)
C (-20.421, -5.230, -8.195)
Ge (-21.752, -4.190, -6.975)
C (-23.371, -5.405, -7.033)
C (-23.350, -6.469, -6.127)
C (-24.417, -7.367, -5.961)
C (-25.554, -7.348, -6.834)
C (-25.543, -6.245, -7.730)
C (-24.475, -5.349, -7.891)
C (-21.806, -2.578, -8.166)
C (-23.061, -2.170, -8.666)
C (-23.145, -1.166, -9.658)
C (-22.018, -0.556, -10.218)
C (-20.716, -0.887, -9.643)
C (-19.573, -0.159, -10.064)
C (-18.330, -0.556, -9.576)
C (-18.251, -1.561, -8.578)
C (-19.399, -2.038, -8.034)
C (-20.669, -1.807, -8.561)
H (-20.022, -4.532, -8.947)
H (-20.857, -6.101, -8.645)
H (-19.656, -5.619, -7.514)
H (-22.503, -6.636, -5.430)
H (-24.307, -8.017, -5.069)
H (-26.221, -8.181, -6.689)
H (-26.392, -6.111, -8.428)
H (-24.527, -4.709, -8.719)
H (-23.949, -2.497, -8.211)
H (-24.157, -0.837, -9.938)
H (-22.167, 0.218, -10.938)
H (-19.765, 0.627, -10.808)
H (-17.416, 0.022, -9.848)
H (-17.313, -2.003, -8.323)
H (-19.331, -2.782, -7.218)

Results
Orbital gap (spin up / spin down) (eV): 4.49 / 4.48
Multiplicity: 4
Net charge: +4
⟨S²⟩: 3.944

Atomic partial charges in e from the Mulliken method, atoms 1 to 99: 0.02 -1.93 0.96 0.19 -0.73 -0.73 -0.67 -0.57 -0.82 -0.36 -0.60 -0.75 0.83 0.59 -1.70 0.99 -0.78 -1.25 -0.90 0.34 0.41 0.41 0.53 0.34 0.52 0.31 0.42 0.33 0.36 0.42 0.48 0.26 0.38 0.26 0.46 0.45 0.59 0.22 0.49 0.41 0.49 0.28 0.51 0.52 -0.77 0.86 -1.30 -1.05 0.51 -0.27 -0.66 -0.31 -0.81 -0.45 0.29 0.15 0.39 0.52 0.51 0.30 0.48 0.70 0.32 0.36 0.37 0.40 0.43 -1.24 0.51 0.32 -0.67 -0.38 -0.73 -0.48 -0.24 -0.06 -0.58 -0.75 -0.71 0.89 -0.64 -0.48 -0.85 -0.15 0.55 0.41 0.42 0.42 0.28 0.35 0.43 0.35 0.61 0.80 0.41 0.45 0.45 0.40 0.48

C41H51GeN8O4PbSe | ωB97M-V/def2-TZVPD

Element x y z (Å)
Pb (13.950, 13.826, 12.236)
C (16.683, 16.155, 12.997)
O (15.938, 15.169, 13.756)
C (16.257, 14.768, 15.032)
C (17.476, 14.977, 15.687)
C (17.513, 14.632, 17.057)
C (16.479, 13.795, 17.570)
C (15.364, 13.522, 16.869)
C (15.174, 14.041, 15.584)
N (14.032, 13.952, 14.810)
N (13.014, 13.518, 15.446)
C (11.799, 14.165, 15.131)
C (11.787, 15.512, 14.430)
O (12.622, 15.972, 13.644)
C (10.555, 16.286, 14.745)
C (9.398, 15.620, 14.841)
C (9.397, 14.212, 15.113)
C (8.160, 13.494, 15.211)
C (8.117, 12.243, 15.724)
C (9.280, 11.604, 16.191)
C (10.498, 12.164, 15.885)
C (10.567, 13.479, 15.327)
H (17.142, 16.862, 13.655)
H (17.392, 15.731, 12.221)
H (15.858, 16.629, 12.431)
H (18.338, 15.348, 15.204)
H (18.397, 14.869, 17.642)
H (16.580, 13.175, 18.489)
H (14.441, 13.031, 17.234)
H (10.529, 17.380, 14.621)
H (8.405, 16.123, 14.862)
H (7.208, 13.985, 14.914)
H (7.158, 11.759, 15.973)
H (9.211, 10.692, 16.760)
H (11.450, 11.755, 16.300)
C (18.322, 13.225, 10.321)
C (16.870, 13.661, 10.287)
O (15.874, 12.971, 10.669)
C (16.835, 15.031, 9.784)
C (15.669, 15.745, 9.558)
C (15.676, 16.833, 8.490)
N (14.557, 15.582, 10.400)
N (13.547, 16.347, 10.077)
C (12.325, 15.902, 10.508)
O (12.090, 14.702, 10.925)
C (11.263, 16.902, 10.317)
C (10.013, 16.577, 10.787)
C (9.018, 17.580, 10.862)
C (9.283, 18.824, 10.362)
C (10.496, 19.145, 9.834)
C (11.502, 18.225, 9.865)
H (18.778, 13.744, 9.491)
H (18.434, 12.159, 10.200)
H (18.838, 13.719, 11.211)
H (17.770, 15.531, 9.480)
H (16.186, 17.739, 8.931)
H (14.662, 17.151, 8.275)
H (16.210, 16.515, 7.601)
H (9.850, 15.529, 11.055)
H (8.036, 17.288, 11.244)
H (8.418, 19.505, 10.375)
H (10.834, 20.114, 9.524)
H (12.460, 18.474, 9.430)
C (7.780, 11.542, 5.760)
Ge (9.242, 10.215, 5.623)
C (8.663, 8.974, 4.331)
C (9.590, 9.607, 7.488)
C (10.995, 10.906, 4.911)
Se (11.604, 12.281, 6.230)
C (12.734, 13.210, 4.941)
H (6.830, 11.153, 5.432)
H (7.998, 12.365, 4.983)
H (7.761, 11.989, 6.739)
H (8.128, 8.077, 4.791)
H (9.449, 8.637, 3.668)
H (7.984, 9.442, 3.549)
H (10.644, 9.256, 7.752)
H (8.844, 8.847, 7.729)
H (9.220, 10.418, 8.152)
H (10.889, 11.498, 3.961)
H (11.664, 10.066, 4.798)
H (13.315, 12.493, 4.307)
H (13.423, 13.733, 5.660)
H (12.148, 14.032, 4.418)
C (16.139, 8.192, 11.986)
N (15.978, 9.526, 11.470)
C (16.326, 9.640, 10.026)
C (16.146, 10.551, 12.274)
N (15.926, 11.464, 13.010)
H (17.155, 7.821, 12.294)
H (15.954, 7.444, 11.151)
H (15.364, 8.102, 12.833)
H (16.263, 10.682, 9.748)
H (15.556, 9.086, 9.475)
H (17.367, 9.300, 9.922)
C (10.094, 12.395, 10.865)
C (11.145, 11.549, 11.454)
N (12.224, 11.916, 12.183)
C (12.685, 10.716, 12.727)
C (12.002, 9.648, 12.292)
N (10.965, 10.207, 11.482)
H (9.995, 12.098, 9.784)
H (10.404, 13.461, 10.925)
H (9.094, 12.293, 11.319)
H (13.453, 10.817, 13.473)
H (11.984, 8.556, 12.475)
H (10.144, 9.712, 11.106)

Results
Orbital gap (eV): 4.90
Net charge: -1
Relative energy (zero: lowest compared OMol25 entry of this formula, charge and spin) (kcal/mol): 45.0

Atomic partial charges in e from the Mulliken method, atoms 1 to 99: 1.75 -0.92 0.02 0.55 -0.82 -0.67 -0.49 -0.76 0.17 1.36 -1.14 -0.27 0.94 -0.67 -1.08 -0.55 0.77 -0.89 -0.58 -0.62 -0.55 1.01 0.59 0.13 0.16 0.49 0.37 0.28 0.35 0.35 0.31 0.30 0.32 0.41 0.24 -1.47 1.37 -0.48 -1.35 -0.07 -1.47 0.78 -0.55 -0.21 -0.60 0.52 0.14 -0.85 -0.31 -0.76 -0.09 0.50 0.30 0.21 0.13 0.24 0.36 0.41 0.08 0.38 0.30 0.37 0.32 -1.17 0.49 -1.13 -1.13 -1.10 0.21 -0.85 0.40 0.32 0.35 0.31 0.38 0.33 0.28 0.49 0.19 0.40 0.45 0.31 0.19 0.28 -0.95 0.24 -0.85 0.48 -0.67 0.31 0.29 0.28 0.12 0.38 0.32 -0.11 -0.16 0.83 -0.43